Entry 1:
{"formula": "C6H15N3", "method": "the ωB97M-V functional and the def2-TZVPD basis", "elements": ["H", "N", "C", "C", "N", "H", "H", "H", "H", "H", "C", "C", "C", "N", "C", "H", "H", "H", "H", "H", "H", "H", "H", "H"], "xyz": [[1.0345, -1.2900, -2.5712], [0.0720, -1.1802, -2.2747], [-0.2941, 0.0740, -2.1838], [0.6474, 1.2310, -2.0483], [-1.5965, 0.3373, -1.9366], [0.9200, 1.3287, -0.9894], [1.5603, 1.0501, -2.6136], [0.1860, 2.1580, -2.3846], [-1.8423, 1.1750, -1.4368], [-2.2121, -0.4520, -1.8199], [0.4255, 0.9377, 2.6654], [1.3319, 0.2938, 1.6520], [1.0943, -0.7208, 0.7915], [-0.0318, -1.3800, 0.3859], [-1.2794, -1.2577, 1.0966], [0.7673, 1.9536, 2.8729], [-0.6066, 0.9994, 2.3279], [0.4359, 0.4006, 3.6196], [2.3591, 0.6358, 1.6892], [1.9384, -0.9826, 0.1541], [-0.0171, -1.6095, -0.8509], [-1.8251, -0.3309, 0.8466], [-1.9251, -2.0968, 0.8277], [-1.1425, -1.2745, 2.1804]], "forces_ev_per_a": [[0.1, 0.2, 0.1], [-0.4, 0.9, -1.0], [0.5, -1.1, 0.8], [0.0, 0.1, -0.4], [0.0, 0.0, 0.0], [-0.1, -0.1, -0.1], [0.0, 0.0, 0.0], [0.1, 0.1, 0.0], [0.0, 0.0, -0.1], [0.1, 0.0, 0.0], [0.0, 0.0, 0.0], [0.0, -0.3, 0.2], [0.0, 0.8, -0.8], [0.2, -1.0, -2.2], [-0.2, 0.1, -0.4], [0.0, 0.0, 0.0], [-0.1, 0.0, 0.1], [-0.1, 0.1, 0.0], [0.1, -0.1, 0.0], [0.1, -0.1, 0.1], [-0.4, 0.6, 3.7], [0.0, -0.1, 0.1], [0.0, 0.0, 0.0], [0.1, -0.1, -0.1]], "gap_ev": 7.6, "homo_energy_ev": -6.80, "smiles": "[H]/N=C(\\C)N.C/C=C\\NC", "energy_ev": -10934.014, "e_above_lowest_kcal_mol": 43.7, "total_charge": 0, "e_lumo_ha": 0.028, "max_force_ev_per_a": 3.77, "molar_mass_g_mol": 129.21}

---

Entry 2:
{"formula": "C5H11NP", "method": "the ωB97M-V functional and the def2-TZVPD basis", "elements": ["C", "C", "C", "C", "C", "N", "P", "H", "H", "H", "H", "H", "H", "H", "H", "H", "H", "H"], "xyz": [[-1.3594, 1.2554, 0.1625], [-1.0876, 0.0288, 0.9331], [-0.1561, -1.7999, -0.5606], [1.3048, 0.2244, 0.2849], [0.1798, -0.7334, 0.5458], [1.1503, 1.2228, -0.8133], [-2.4078, -0.0556, -0.4031], [-1.9139, 2.0909, 0.5779], [-1.4450, 0.1508, 1.9077], [-0.7414, -1.3000, -1.2933], [0.8541, -2.0079, -0.9149], [-0.6739, -2.7670, -0.1624], [1.2924, 0.8685, 1.2830], [2.2849, -0.1524, 0.0223], [0.4018, -1.1625, 1.5100], [-0.4610, 1.7856, -0.3667], [0.8211, 0.6433, -1.5809], [1.9570, 1.7082, -1.1320]], "forces_ev_per_a": [[0.4, 0.8, -1.1], [-0.3, 0.8, -1.7], [1.3, -0.9, 3.1], [1.3, 3.4, 1.6], [-1.7, -0.7, 0.3], [-2.5, -1.2, -0.3], [0.6, 0.6, 0.6], [-0.5, 0.1, 0.3], [-0.3, -0.8, 1.6], [-0.7, 0.2, -1.5], [-0.4, -0.6, -0.9], [0.9, 2.0, -0.8], [0.8, -1.3, -1.9], [0.2, -1.1, 1.2], [0.6, -0.9, 0.0], [-0.7, -1.0, -0.1], [0.1, 0.6, -0.6], [1.0, 0.2, 0.2]], "gap_ev": 6.2, "homo_energy_ev": -13.40, "energy_ev": -16131.106, "e_above_lowest_kcal_mol": 74.8, "total_charge": 1, "e_lumo_ha": -0.264, "max_force_ev_per_a": 3.98, "molar_mass_g_mol": 116.12}

---

Entry 3:
{"formula": "C3H4N2O3", "method": "the ωB97M-V functional and the def2-TZVPD basis", "elements": ["N", "C", "N", "O", "C", "O", "C", "O", "H", "H", "H", "H"], "xyz": [[1.0493, 1.6567, -0.6419], [0.2407, 0.8060, 0.0687], [-0.3326, 1.3811, 1.0880], [-0.7002, 0.1478, 1.7353], [-0.5894, -0.8840, 0.8917], [-1.0206, -1.9532, 1.2649], [-0.0604, -0.5562, -0.3115], [-0.1919, -1.3278, -1.4057], [1.0419, 2.5919, -0.1613], [1.9274, 1.1390, -1.0788], [-0.9044, -2.6191, 0.4618], [-0.4598, -0.3820, -1.9111]], "forces_ev_per_a": [[1.8, -0.5, -1.9], [1.2, 2.4, -3.4], [0.9, -3.1, 0.6], [-1.8, -0.8, 1.3], [1.8, 6.2, -1.6], [-2.5, -8.7, 0.1], [0.1, 1.7, 5.5], [-0.3, 4.5, -3.6], [1.0, -1.4, -1.1], [-2.4, 2.3, 1.5], [-0.5, 1.7, 2.5], [0.6, -4.4, 0.0]], "gap_ev": 8.6, "homo_energy_ev": -8.37, "smiles": "Nc1noc(O)c1O", "energy_ev": -12293.761, "e_above_lowest_kcal_mol": 120.7, "total_charge": 0, "e_lumo_ha": 0.007, "max_force_ev_per_a": 9.04, "molar_mass_g_mol": 116.08}

---

Entry 4:
{"formula": "C20H35BCl12IN2O7P2S", "method": "the ωB97M-V functional and the def2-TZVPD basis", "elements": ["C", "P", "C", "C", "C", "C", "O", "I", "O", "B", "N", "C", "S", "O", "C", "N", "O", "C", "P", "O", "O", "O", "H", "H", "H", "H", "H", "H", "H", "H", "H", "H", "H", "Cl", "C", "C", "Cl", "H", "H", "H", "H", "Cl", "C", "C", "Cl", "H", "H", "H", "H", "Cl", "C", "C", "Cl", "H", "H", "H", "H", "Cl", "C", "C", "Cl", "H", "H", "H", "H", "Cl", "C", "C", "Cl", "H", "H", "H", "H", "Cl", "C", "C", "Cl", "H", "H", "H", "H"], "xyz": [[-2.2349, -0.4281, 0.9706], [-0.7383, 0.1385, -0.0372], [-0.4746, -0.8845, -1.6080], [0.8396, 0.3121, 1.0049], [1.2886, -0.8455, 2.0162], [0.1977, -1.2637, 3.1107], [-0.4374, -0.4785, 3.8595], [-0.1879, -3.4394, 3.2885], [1.9316, 0.2712, 0.0110], [2.5997, 1.5695, -0.0945], [3.0422, 1.7905, -1.5734], [3.4828, 0.6443, -2.0023], [3.9669, -0.9364, -2.3121], [3.8806, 1.8088, 0.6376], [4.3624, 0.6570, 1.2687], [4.7666, -0.3151, 1.8798], [1.7351, 2.6457, 0.4699], [0.9239, 1.8716, 1.4180], [1.1266, 2.4118, 3.2120], [1.8507, 1.4274, 4.1411], [-0.3920, 2.9625, 3.8301], [2.1154, 3.8352, 3.1728], [-2.1346, -1.5562, 1.2379], [-3.1703, -0.3176, 0.3055], [-2.3618, 0.1872, 1.9447], [-0.5951, -0.1532, -2.4999], [-1.3364, -1.6528, -1.7445], [0.5275, -1.4401, -1.6643], [2.2607, -0.5997, 2.6034], [1.5628, -1.7752, 1.3788], [-0.1464, 2.2440, 1.1408], [-0.8425, 3.3550, 3.0324], [2.8632, 3.6856, 3.8095], [-4.1026, 1.1268, -2.5473], [-5.7478, 0.4964, -2.2884], [-6.1390, 0.5070, -0.8242], [-5.2106, -0.6793, 0.1264], [-5.7957, -0.5092, -2.7099], [-6.4252, 1.1358, -2.8580], [-7.1934, 0.2414, -0.7199], [-5.9905, 1.4913, -0.3754], [-8.4707, -0.2013, -4.6191], [-7.8221, -0.3089, -6.2751], [-6.5796, -1.1747, -6.3489], [-5.1857, -0.4232, -5.5341], [-7.6262, 0.7052, -6.6286], [-8.6109, -0.7392, -6.8959], [-6.2934, -1.3233, -7.3923], [-6.7463, -2.1555, -5.8990], [-4.6436, -0.2766, 3.8718], [-6.4020, -0.1297, 4.1042], [-6.9760, -1.2953, 4.8855], [-6.9254, -2.8160, 3.9593], [-6.8672, -0.0378, 3.1204], [-6.5723, 0.8014, 4.6493], [-8.0251, -1.1030, 5.1208], [-6.4401, -1.4523, 5.8237], [5.0879, -4.0179, -3.5456], [6.2899, -3.8588, -2.2405], [7.0632, -5.1431, -2.0144], [6.0440, -6.4304, -1.3233], [5.7675, -3.5397, -1.3363], [6.9744, -3.0612, -2.5367], [7.8743, -4.9666, -1.3048], [7.4987, -5.5181, -2.9428], [8.3320, -0.6792, 4.7548], [6.5716, -0.5303, 4.9928], [5.9966, -1.7044, 5.7601], [6.0410, -3.2137, 4.8147], [6.1044, -0.4238, 4.0110], [6.4052, 0.3939, 5.5502], [4.9487, -1.5119, 5.9998], [6.5339, -1.8751, 6.6953], [0.7667, 4.7156, -4.4014], [2.4402, 4.6785, -3.7900], [3.4482, 5.0488, -4.8599], [3.5695, 3.8057, -6.1307], [2.6313, 3.6822, -3.3849], [2.4922, 5.3951, -2.9677], [4.4411, 5.1445, -4.4154], [3.1965, 5.9977, -5.3380]], "forces_ev_per_a": [[0.2, -1.5, 0.3], [-0.8, 1.7, -0.7], [-0.5, -1.1, -0.7], [2.7, -0.5, -0.2], [0.1, -1.0, 0.6], [-1.6, 3.9, 2.1], [2.8, -3.7, -3.7], [0.2, 0.6, -0.1], [-0.9, 0.7, 1.3], [-1.0, 1.0, -0.1], [2.4, -6.6, -3.2], [-1.6, 3.0, 2.0], [-0.9, 3.5, 0.2], [2.6, -5.0, 3.2], [0.4, -0.8, 1.0], [-1.9, 4.9, -3.1], [-0.8, -2.9, 0.9], [-2.9, 2.0, -1.0], [2.8, 0.1, 3.0], [-2.0, 2.1, -2.0], [2.2, -0.5, -2.8], [-1.3, -2.0, 0.4], [-0.4, 1.8, -0.1], [2.3, 0.1, 1.2], [0.4, -1.0, -1.7], [0.5, -1.2, 1.6], [1.4, 1.1, 0.4], [-1.4, 0.9, 0.1], [-1.7, -0.1, -0.9], [-0.7, 1.6, 1.0], [1.4, -0.5, 0.8], [0.3, -0.4, 1.2], [-1.1, -0.2, -0.8], [0.1, -0.1, 0.1], [-0.2, 0.0, 0.1], [-0.2, 0.1, -0.1], [-1.0, -0.1, -0.1], [0.1, 0.1, 0.1], [0.1, -0.1, 0.1], [0.1, 0.0, -0.1], [0.1, -0.2, -0.1], [0.0, 0.0, 0.0], [0.1, -0.1, -0.3], [-0.1, -0.1, -0.1], [-0.1, 0.0, 0.0], [0.0, -0.1, 0.1], [0.1, 0.0, 0.1], [-0.1, 0.1, 0.1], [0.0, 0.2, 0.0], [-0.1, 0.0, 0.0], [-0.1, 0.1, 0.0], [-0.1, 0.2, 0.1], [0.0, 0.0, 0.0], [0.1, -0.1, 0.1], [0.0, -0.1, 0.0], [0.1, 0.0, -0.1], [0.0, 0.0, -0.2], [0.0, -0.1, 0.0], [0.2, 0.1, 0.2], [0.2, 0.2, -0.1], [0.0, -0.1, 0.0], [0.0, -0.1, -0.1], [0.0, -0.1, 0.0], [-0.1, 0.1, 0.0], [-0.2, 0.0, 0.1], [0.1, 0.0, 0.0], [-0.4, 0.1, -0.1], [0.0, 0.2, 0.1], [0.1, -0.1, 0.0], [0.1, -0.1, 0.1], [0.0, -0.1, 0.0], [0.1, 0.1, -0.1], [0.0, 0.0, -0.2], [0.0, 0.0, -0.1], [0.3, -0.1, 0.1], [0.0, 0.2, 0.2], [0.0, 0.0, -0.1], [-0.1, 0.1, -0.1], [0.0, 0.0, -0.1], [-0.1, -0.1, 0.0], [0.0, -0.2, 0.0]], "gap_ev": 6.9, "homo_energy_ev": -5.17, "energy_ev": -227084.212, "e_above_lowest_kcal_mol": 0.0, "total_charge": -1, "e_lumo_ha": 0.062, "max_force_ev_per_a": 7.75, "molar_mass_g_mol": 1072.67}

---

Entry 5:
{"formula": "C4H15N4OSi", "method": "the ωB97M-V functional and the def2-TZVPD basis", "elements": ["C", "C", "C", "C", "N", "N", "N", "N", "O", "Si", "H", "H", "H", "H", "H", "H", "H", "H", "H", "H", "H", "H", "H", "H", "H"], "xyz": [[-0.8491, 1.2001, 1.2107], [0.5349, 0.6622, 1.1236], [-1.8647, 0.0856, 1.3544], [0.8489, -0.1577, -0.0126], [1.8477, -0.1152, -0.8644], [-2.5854, -2.5890, 0.5078], [-2.0746, -0.9718, -1.6147], [3.6077, 1.6710, -1.4055], [-0.0033, -1.4367, -0.0826], [-1.6819, -1.2624, 0.0425], [-0.8269, 1.9428, 2.1083], [-1.0565, 1.6945, 0.3484], [1.3333, 1.4711, 1.2485], [0.6973, -0.0233, 2.0083], [-1.6275, -0.2498, 2.3256], [-2.8346, 0.4933, 1.3259], [2.6154, 0.5359, -1.1019], [2.0310, -0.9647, -1.4334], [-2.6647, -3.0709, 1.4564], [-2.5948, -3.3530, -0.2061], [-1.4161, -0.3929, -2.0783], [-3.0474, -1.1041, -1.9257], [4.3794, 1.5804, -2.0006], [3.8872, 1.8176, -0.4509], [3.3446, 2.5370, -1.8836]], "forces_ev_per_a": [[0.0, 0.4, 2.8], [2.7, 1.1, 1.9], [1.2, -0.1, -0.9], [-0.8, -5.5, -1.9], [-2.5, -3.1, 0.9], [-0.2, -3.0, 0.9], [-0.9, -0.9, 1.9], [-0.8, 1.1, -0.9], [3.8, 4.3, -0.1], [-0.7, 0.8, -0.1], [-0.4, -1.2, -1.6], [-0.6, 2.1, -2.4], [-1.1, -0.9, -0.3], [0.0, 0.5, -0.8], [-0.4, -1.2, 1.3], [-1.3, 0.4, 0.1], [0.3, 1.9, 0.3], [-1.0, 0.4, 0.5], [0.3, 1.4, -1.8], [-0.2, 0.9, 0.8], [-0.2, 0.4, -1.1], [1.1, 0.6, -0.2], [2.2, -1.4, -0.4], [0.5, 0.6, 0.1], [-1.1, 0.2, 1.1]], "gap_ev": 9.2, "homo_energy_ev": -12.95, "energy_ev": -20273.129, "total_charge": 1, "e_lumo_ha": -0.138, "max_force_ev_per_a": 5.83, "molar_mass_g_mol": 163.28}

---

Entry 6:
{"formula": "C6H12O", "method": "the ωB97M-V functional and the def2-TZVPD basis", "elements": ["C", "C", "C", "C", "C", "C", "O", "H", "H", "H", "H", "H", "H", "H", "H", "H", "H", "H", "H"], "xyz": [[2.7422, 0.6215, 0.2470], [1.4222, -0.0076, 0.5687], [0.2162, 0.5673, 0.5789], [-1.0220, -0.2956, 0.4394], [-2.3281, 0.5049, 0.3888], [-0.8987, -1.1666, -0.8744], [0.2174, -0.9026, -1.7026], [3.1536, 0.0869, -0.6209], [3.4771, 0.5260, 1.0538], [2.6367, 1.6741, -0.0326], [1.4422, -1.0978, 0.5998], [0.1148, 1.6506, 0.4719], [-1.0760, -0.9781, 1.3000], [-3.1927, -0.1688, 0.3527], [-2.3723, 1.1253, -0.5157], [-2.4513, 1.1586, 1.2591], [-0.8452, -2.2332, -0.6234], [-1.8182, -1.0206, -1.4613], [0.5821, -0.0441, -1.4291]], "forces_ev_per_a": [[0.1, 0.1, 0.0], [-0.2, 0.1, -0.1], [0.2, -0.1, -0.2], [0.0, 0.0, -0.1], [0.0, 0.1, 0.0], [-0.3, -0.3, 0.1], [-0.1, 0.3, -0.1], [0.0, 0.1, 0.2], [-0.1, 0.0, -0.1], [0.0, -0.1, 0.2], [0.0, 0.1, 0.2], [0.0, -0.2, 0.1], [0.1, 0.1, -0.2], [0.2, 0.1, 0.0], [0.1, 0.0, 0.2], [0.1, -0.1, -0.1], [-0.1, 0.2, 0.1], [0.1, 0.0, 0.1], [-0.1, -0.4, -0.2]], "gap_ev": 10.5, "homo_energy_ev": -9.43, "smiles": "C/C=C/[C@@H](C)CO", "energy_ev": -8462.948, "e_above_lowest_kcal_mol": 32.4, "total_charge": 0, "e_lumo_ha": 0.038, "max_force_ev_per_a": 0.45, "molar_mass_g_mol": 100.16}

---

Entry 7:
{"formula": "C3H3LiO3Rb", "method": "the ωB97M-V functional and the def2-TZVPD basis", "elements": ["C", "C", "O", "O", "H", "H", "O", "C", "Li", "Rb", "H"], "xyz": [[0.8275, 1.2303, 0.1152], [-0.1950, 0.1605, -0.0828], [0.3765, -1.0962, 0.2377], [0.6744, 2.3175, 0.6389], [-0.5287, 0.2005, -1.1348], [-1.0737, 0.3841, 0.5455], [-1.5863, -2.0180, -0.2296], [-0.4192, -2.2175, 0.1482], [1.5640, 4.0096, 0.3464], [-1.9839, -5.7459, 0.2772], [2.3443, 2.7751, -0.8619]], "forces_ev_per_a": [[0.2, 1.9, 0.9], [-0.8, 0.0, -0.1], [0.7, 0.5, 0.1], [-0.9, -1.8, 0.0], [0.1, 0.0, 0.2], [0.2, -0.1, -0.1], [0.4, -0.1, 0.1], [-1.2, -1.1, -0.2], [0.3, -1.2, -0.7], [0.4, 0.9, -0.1], [0.5, 1.0, -0.3]], "gap_ev": [4.2, 4.1], "homo_energy_ev": [-5.67, -5.62], "spin_multiplicity": 2, "energy_ev": -10156.108, "e_above_lowest_kcal_mol": 121.2, "total_charge": 0, "e_lumo_ha": [-0.054, -0.054], "max_force_ev_per_a": 2.12, "molar_mass_g_mol": 179.46}

---

Entry 8:
{"formula": "C6H11N2", "method": "the ωB97M-V functional and the def2-TZVPD basis", "elements": ["C", "C", "C", "N", "N", "C", "C", "C", "H", "H", "H", "H", "H", "H", "H", "H", "H", "H", "H"], "xyz": [[-0.8210, -1.8928, -4.1677], [-0.2163, -0.9666, -3.4409], [-0.7800, -0.7493, -1.7900], [-0.6926, -0.1888, -0.6311], [-0.3238, -0.0179, 0.5162], [-0.5636, 1.0392, 1.4295], [0.7918, 1.4218, 2.0087], [1.2725, 0.4382, 3.0946], [-1.7969, -2.3139, -3.7949], [-0.1739, -2.1861, -5.0021], [0.6729, -0.3892, -3.6649], [-1.6255, -1.3825, -1.8914], [-1.1393, 0.6430, 2.2940], [-1.1619, 2.0022, 1.1837], [1.5110, 1.4604, 1.1434], [0.8192, 2.5260, 2.4242], [2.3700, 0.5455, 3.2978], [0.8773, 0.6152, 4.0521], [0.9802, -0.6044, 2.9389]], "forces_ev_per_a": [[-0.2, 0.4, 1.6], [0.4, 1.4, 3.4], [-0.1, 0.2, -1.4], [1.3, 0.1, -0.3], [-0.4, -1.4, -2.7], [-2.0, 2.9, 1.6], [1.8, 1.5, 0.3], [1.4, 0.0, -0.6], [1.3, -0.1, -1.0], [-1.2, -0.1, -0.3], [-0.1, -0.3, 0.0], [-1.1, -0.5, 0.7], [0.2, -0.4, -0.7], [0.9, -1.8, -0.8], [-0.5, -0.1, 0.9], [-0.5, -2.2, -0.8], [-0.8, -0.4, -0.6], [-1.0, 0.8, 1.2], [0.4, 0.1, -0.6]], "gap_ev": 9.2, "homo_energy_ev": -14.56, "smiles": "C=CC=[N+]=NCCC", "energy_ev": -9368.288, "e_above_lowest_kcal_mol": 148.7, "total_charge": 1, "e_lumo_ha": -0.198, "max_force_ev_per_a": 3.89, "molar_mass_g_mol": 111.17}